(1)
{
  "formula": "C3H9N2Si",
  "method": "wB97M-V/def2-TZVPD",
  "species": ["C", "C", "C", "N", "N", "Si", "H", "H", "H", "H", "H", "H", "H", "H", "H"],
  "coordinates": [[0.002486, 1.187890, -0.411070], [0.958341, -0.994243, 1.004019], [1.847872, -0.349167, 0.097609], [-0.759275, 0.306927, 0.140988], [1.342598, 0.935832, -0.372195], [-2.505354, -0.156558, -0.190029], [-0.328369, 2.075523, -0.871620], [0.639508, -1.986969, 0.780927], [1.008768, -0.660822, 2.159206], [2.799306, -0.068520, 0.515088], [2.080201, -1.031025, -0.821319], [1.791379, 1.488672, -1.080416], [-2.960005, 0.422658, -1.473612], [-3.175811, 0.447533, 0.871130], [-2.741646, -1.617725, -0.348711]],
  "forces_ev_per_a": [[1.195, -3.529, 1.649], [-2.283, 2.140, 3.142], [1.550, 0.000, -3.980], [0.690, -1.406, 0.279], [-1.787, 1.777, -0.575], [0.802, -0.270, -1.104], [-0.381, 1.001, -0.716], [-0.353, -0.504, 0.082], [-0.581, -0.773, -2.905], [0.518, -0.377, 0.691], [-0.514, 1.103, 1.493], [1.166, -0.103, 0.161], [0.384, 0.185, 0.076], [-0.938, 0.482, 1.345], [0.531, 0.274, 0.362]],
  "e_lumo_ha": [-0.21328, -0.21329],
  "charge": 1,
  "spin_multiplicity": 1,
  "energy_ev": -14105.2886,
  "e_above_lowest_ev": 3.268,
  "orbital_gap_ev": [8.504, 8.503]
}



(2)
{
  "formula": "C3H9N3",
  "method": "wB97M-V/def2-TZVPD",
  "species": ["C", "C", "N", "H", "H", "H", "H", "H", "N", "C", "N", "H", "H", "H", "H"],
  "coordinates": [[2.076395, -1.688931, -1.332298], [1.986286, 0.577304, -0.831455], [2.636536, -0.558068, -0.697807], [1.145892, -1.431934, -1.887161], [1.705148, -2.461918, -0.614339], [2.759804, -2.228545, -1.996763], [2.202085, 1.461570, -0.253570], [1.307279, 0.655411, -1.695246], [-1.271144, 0.223413, 1.616527], [-2.264711, 0.372624, 0.629313], [-3.081173, 1.338700, 0.603293], [-0.554592, -0.460053, 1.386828], [-1.643162, -0.037853, 2.524858], [-2.382352, -0.496867, -0.013038], [-2.725652, 2.105206, 1.172207]],
  "forces_ev_per_a": [[-0.864, -0.192, -0.353], [-0.554, -0.809, -0.900], [0.732, 0.164, 0.888], [0.291, -0.069, -0.224], [0.213, 0.177, 0.210], [0.092, 0.131, -0.022], [0.264, 0.091, 0.121], [-0.180, 0.405, 0.289], [0.470, -0.072, 0.063], [-0.021, -0.513, 1.113], [-0.004, 0.213, -0.867], [0.027, 0.111, -0.338], [-0.232, 0.352, -0.041], [-0.117, 0.230, -0.376], [-0.118, -0.220, 0.438]],
  "e_lumo_ha": [0.16381, 0.15234],
  "charge": -1,
  "spin_multiplicity": 2,
  "energy_ev": -7724.5090,
  "e_above_lowest_ev": 1.499,
  "orbital_gap_ev": [3.665, 8.140]
}



(3)
{
  "formula": "C3H9N3",
  "method": "wB97M-V/def2-TZVPD",
  "species": ["H", "N", "C", "N", "C", "N", "C", "H", "H", "H", "H", "H", "H", "H", "H"],
  "coordinates": [[-2.555823, -1.741118, 0.109503], [-2.638673, -0.681270, -0.026518], [-1.543541, -0.032351, -0.074352], [-1.540270, 1.329603, -0.101755], [-0.086976, -0.626861, 0.008849], [0.833820, 0.513548, 0.049812], [2.198495, -0.095244, -0.007604], [-0.816462, 1.636657, 0.738161], [-2.487897, 1.615892, 0.194574], [0.093323, -1.275784, -1.013085], [0.019754, -1.164391, 0.940394], [0.663020, 1.383267, -0.669322], [2.503960, -0.718186, 0.929235], [2.312396, -0.823673, -0.929131], [3.044881, 0.679914, -0.148766]],
  "forces_ev_per_a": [[0.315, 2.052, -0.619], [0.052, -1.590, 0.292], [0.795, -2.590, 0.774], [0.895, 2.359, 3.268], [-1.318, 1.338, -3.330], [1.759, 0.848, -1.073], [1.721, -0.044, -0.936], [-2.232, -0.744, -2.923], [0.620, 0.087, -0.478], [-0.440, 1.036, 2.652], [0.111, -0.564, -0.097], [0.565, -3.565, 1.979], [-1.002, 1.178, -1.461], [-0.278, 1.197, 1.618], [-1.564, -1.000, 0.333]],
  "e_lumo_ha": 0.03467,
  "spin_multiplicity": 1,
  "energy_ev": -7725.4053,
  "e_above_lowest_ev": 2.169,
  "orbital_gap_ev": 9.962,
  "smiles": "[H]/N=C(/N)CNC"
}



(4)
{
  "formula": "C3H9N3",
  "method": "wB97M-V/def2-TZVPD",
  "species": ["H", "N", "C", "N", "N", "C", "C", "H", "H", "H", "H", "H", "H", "H", "H"],
  "coordinates": [[2.454775, -1.550540, 2.075531], [2.095678, -1.379048, 1.117602], [1.186724, -0.249388, 1.183830], [0.528459, 0.130584, 0.011839], [0.807464, -0.550944, -1.186867], [-0.858228, 0.606807, 0.190519], [-1.777415, 0.616733, -1.066314], [0.928098, 0.435531, 2.003099], [1.129768, -1.538549, -0.810036], [1.743930, -0.154157, -1.513786], [-0.886173, 1.615815, 0.722478], [-1.271964, -0.025004, 1.110866], [-2.820140, 0.880867, -0.579445], [-1.808689, -0.417056, -1.517671], [-1.452286, 1.578348, -1.741645]],
  "forces_ev_per_a": [[-0.291, 0.403, -0.650], [-3.964, 5.200, 1.034], [3.173, -4.276, -2.348], [0.508, 0.348, 1.325], [2.535, -1.995, 0.835], [-0.993, -0.124, 2.767], [-0.464, 1.811, 1.151], [0.237, -0.773, 0.171], [-0.757, 1.987, -1.146], [-1.599, -0.632, 0.422], [0.436, -0.799, -1.165], [0.102, 0.709, -2.281], [1.854, -0.554, -1.330], [0.067, 1.598, -0.001], [-0.846, -2.903, 1.217]],
  "e_lumo_ha": 0.03335,
  "spin_multiplicity": 1,
  "energy_ev": -7724.2455,
  "e_above_lowest_ev": 3.328,
  "orbital_gap_ev": 9.508,
  "smiles": "[H]/N=C/N(N)CC"
}



(5)
{
  "formula": "C3H9N3",
  "method": "wB97M-V/def2-TZVPD",
  "species": ["N", "C", "N", "H", "H", "H", "H", "N", "C", "C", "H", "H", "H", "H", "H"],
  "coordinates": [[-0.455007, 0.245950, -1.001332], [1.169997, 0.258923, -0.474678], [0.766093, 0.878786, 0.715009], [-0.716081, 0.881354, -1.756595], [-0.870605, -0.667290, -1.191715], [1.013034, 0.345616, 1.541573], [1.662116, 0.881272, -1.225809], [1.780605, -0.994028, -0.401144], [-0.914662, 0.722051, 0.414887], [-1.737296, -0.183046, 1.072220], [2.089423, -1.411593, -1.266655], [1.356616, -1.648956, 0.240808], [-1.261533, 1.748382, 0.382909], [-1.455094, -1.231960, 1.127842], [-2.427606, 0.174540, 1.822678]],
  "forces_ev_per_a": [[0.454, 0.026, 0.184], [-0.584, -0.080, -0.198], [-0.369, -0.023, -0.028], [0.056, -0.055, 0.115], [0.034, 0.060, 0.078], [-0.012, -0.042, -0.062], [-0.026, -0.023, 0.033], [-0.071, 0.052, 0.008], [0.427, -0.040, -0.113], [0.069, -0.003, -0.014], [-0.044, 0.063, 0.065], [0.002, 0.052, -0.023], [0.020, -0.015, 0.004], [0.021, 0.001, -0.025], [0.022, 0.027, -0.025]],
  "e_lumo_ha": 0.02493,
  "spin_multiplicity": 1,
  "energy_ev": -7723.6727,
  "e_above_lowest_ev": 3.901,
  "orbital_gap_ev": 7.034
}



(6)
{
  "formula": "C3H9N3",
  "method": "wB97M-V/def2-TZVPD",
  "species": ["C", "C", "N", "N", "N", "C", "H", "H", "H", "H", "H", "H", "H", "H", "H"],
  "coordinates": [[2.580219, -0.032278, 0.060720], [1.486127, -0.169693, -0.708875], [0.344777, 0.662646, -0.885252], [-0.117638, 0.654364, 0.429982], [-1.554107, 0.611653, 0.444376], [-2.004831, -0.769212, 0.250531], [3.488116, -0.571982, -0.176946], [2.581176, 0.613802, 0.931094], [1.542083, -0.853330, -1.552647], [-0.261632, 0.819029, -1.684307], [0.221464, 1.491516, 0.916982], [-1.876990, 0.919592, 1.363873], [-1.750708, -1.130467, -0.749471], [-3.092772, -0.797640, 0.358389], [-1.585283, -1.448001, 1.001550]],
  "forces_ev_per_a": [[-1.282, 0.165, 0.085], [1.201, 0.252, -3.988], [1.972, -0.752, 2.230], [-1.681, 1.029, 1.669], [-0.526, 0.207, -0.070], [-0.096, -0.054, 0.385], [-0.329, -0.352, 0.213], [0.167, 0.137, -0.140], [0.519, -0.258, -0.054], [0.225, -0.557, 0.447], [-0.786, 0.033, -0.338], [0.349, -0.027, -0.328], [0.027, 0.125, 0.154], [0.101, 0.113, -0.136], [0.138, -0.062, -0.131]],
  "e_lumo_ha": 0.04409,
  "spin_multiplicity": 1,
  "energy_ev": -7723.2196,
  "e_above_lowest_ev": 4.354,
  "orbital_gap_ev": 8.933,
  "smiles": "C=CNNNC"
}